--- 1 ---
A cluster of 16 separate species, H34NO15 in total, computed with ωB97M-V/def2-TZVPD.

Each line ends with the Mulliken charge.
CARTESIAN COORDINATES (ANGSTROEM)
N -0.166 -0.533 0.174  0.4194
H -0.309 -0.933 1.163  0.2984
H -0.929 0.055 -0.082  0.0366
H -0.083 -1.305 -0.438  0.2349
H 0.642 0.066 0.141  -0.0126
O -0.048 -1.145 -3.269  -0.6177
H -0.706 -1.758 -2.986  0.2878
H -0.490 -0.338 -3.455  0.2756
O -0.867 -1.296 3.619  -0.6175
H -1.383 -0.578 3.965  0.2692
H 0.044 -1.042 3.743  0.3209
O -0.100 2.152 2.948  -0.6216
H -0.608 1.973 3.739  0.2711
H -0.709 1.944 2.228  0.3685
O 1.921 -3.001 0.686  -0.4808
H 1.959 -2.550 1.520  0.2636
H 1.566 -3.830 0.904  0.2567
O -0.409 2.550 0.032  -0.5297
H -0.908 3.321 0.364  0.3460
H 0.490 2.819 0.067  0.2690
O -3.231 -1.623 0.489  -0.6158
H -3.198 -0.926 -0.186  0.3477
H -3.239 -2.457 0.013  0.2832
O -2.484 -0.402 -1.989  -0.5094
H -2.516 0.477 -2.293  0.2496
H -3.139 -0.843 -2.540  0.2667
O -2.348 2.530 -1.763  -0.6352
H -2.897 3.279 -1.588  0.2655
H -1.491 2.603 -1.310  0.3836
O 1.693 1.382 -2.249  -0.4558
H 1.304 2.216 -2.518  0.2673
H 1.714 0.828 -2.991  0.2320
O -2.654 1.335 1.898  -0.5161
H -2.459 0.884 2.699  0.2243
H -3.199 2.107 2.150  0.2803
O 1.927 0.106 2.412  -0.5216
H 2.758 0.255 1.985  0.2405
H 1.487 0.979 2.500  0.2983
O 2.337 3.048 0.167  -0.6523
H 2.729 3.668 -0.450  0.2843
H 2.680 2.206 -0.041  0.2739
O -0.620 -3.744 -1.034  -0.5531
H -0.455 -4.673 -1.268  0.2831
H -0.560 -3.694 -0.096  0.2522
O 3.511 -0.015 0.042  -0.5596
H 3.178 -0.652 -0.642  0.3062
H 4.133 0.496 -0.502  0.3146
O 2.338 -1.799 -1.922  -0.6183
H 2.243 -2.722 -1.684  0.2571
H 1.547 -1.419 -2.353  0.2890

Values from the calculation:
Charge: +1

---

--- 2 ---
A cluster of 16 separate species, H34NO15 in total, computed with ωB97M-V/def2-TZVPD.

Each line ends with the Mulliken charge.
CARTESIAN COORDINATES (ANGSTROEM)
N -2.161 -2.004 -1.206  -0.1464
H -1.216 -1.724 -0.825  -0.1057
H -2.676 -1.655 -0.396  0.4312
H -2.221 -1.474 -2.078  0.5380
H -1.950 -2.970 -1.385  0.4400
H -0.623 1.174 0.976  0.2354
H 0.156 1.914 -0.041  0.2436
O -0.681 1.397 0.038  -0.5880
H -1.642 0.149 3.019  0.2863
H -1.678 -0.858 4.167  0.2849
O -1.057 -0.367 3.611  -0.5542
H 3.792 2.232 -1.841  0.3122
H 2.776 1.137 -1.941  0.3867
O 3.103 1.927 -2.417  -0.7541
H 0.143 -2.680 -3.188  0.3427
H -0.731 -1.450 -2.683  0.3936
O -0.537 -2.407 -2.572  -0.7099
H -0.576 -0.993 1.569  0.0841
H 0.300 -1.945 0.683  0.2793
O -0.382 -1.225 0.647  -0.3940
H -3.508 0.663 -0.579  0.3873
H -2.200 0.079 0.021  0.2564
O -3.135 0.231 0.202  -0.6853
H -2.852 1.476 1.533  0.3289
H -2.851 1.933 3.014  0.2715
O -2.279 1.602 2.303  -0.6325
H -1.416 0.717 -1.967  0.2151
H -1.842 0.482 -3.348  0.2439
O -1.806 0.016 -2.512  -0.5803
H 1.040 4.133 -0.656  0.2774
H 1.743 3.038 -1.522  0.3702
O 1.329 3.212 -0.653  -0.5881
H 2.354 0.200 -0.090  0.5123
H 0.753 0.117 -0.238  0.4735
O 1.606 0.058 -0.719  -0.6124
H 1.185 1.616 -2.554  0.0841
H 1.111 0.812 -3.767  0.2948
O 0.640 0.916 -2.938  -0.5046
H 1.209 -2.849 -1.200  0.2979
H 1.695 -1.603 -0.423  0.4196
O 1.531 -2.569 -0.342  -0.7817
H 3.814 0.436 1.575  0.3103
H 3.782 1.689 0.745  0.3396
O 3.887 0.729 0.653  -0.6894
H 0.708 0.410 3.444  0.3190
H 0.322 1.876 3.584  0.2797
O 0.948 1.299 3.140  -0.6277
H 0.284 -3.479 2.462  0.2952
H 0.100 -2.563 3.762  0.2909
O -0.291 -2.854 2.931  -0.5711

Values from the calculation:
Charge: +1

---

It is 2 that is the least stable of them.

---

--- 1 ---
A structure of composition C4H10N2O, computed with ωB97M-V/def2-TZVPD.

Each line ends with the Mulliken charge.
CARTESIAN COORDINATES (ANGSTROEM)
C -0.525 0.622 1.066  -0.6609
N -2.913 -1.168 0.004  -0.6763
C -3.324 -0.140 -0.726  -0.0629
O -2.628 0.762 -1.198  -0.6822
C 0.836 0.718 0.875  -0.0863
C 1.535 0.887 -0.374  -0.8187
N 3.238 -1.053 -0.059  -0.7765
H -1.186 1.358 0.614  0.2419
H -1.091 -0.261 1.332  0.3386
H -3.587 -1.404 0.750  0.1239
H -4.388 -0.158 -1.050  0.3914
H 1.496 0.394 1.693  0.3381
H 2.494 -0.171 -0.393  0.3562
H 2.091 1.821 -0.466  0.2900
H 0.885 0.646 -1.215  0.3079
H 4.184 -0.940 -0.397  0.1712
H 2.882 -1.914 -0.457  0.2045

Values from the calculation:
Multiplicity: 2
⟨S²⟩: 0.85
Charge: -1

---

--- 2 ---
The ion C4H10N2O with charge -1, computed with ωB97M-V/def2-TZVPD.

Each line ends with the Mulliken charge.
CARTESIAN COORDINATES (ANGSTROEM)
O -2.732 0.125 -2.121  -0.6999
C -1.591 -0.336 -1.747  -0.4780
C -0.738 0.419 -0.766  0.2394
C 0.490 -0.401 -0.353  -0.6228
C 1.155 0.040 0.929  -0.6162
N 2.190 -0.895 1.408  -0.6182
N -1.577 0.793 0.394  -0.7947
H -1.102 -1.206 -2.210  0.2715
H -0.341 1.337 -1.274  0.1402
H 1.237 -0.332 -1.151  0.1860
H 0.185 -1.452 -0.337  0.3251
H 0.372 0.236 1.661  0.2907
H 1.585 1.026 0.737  0.3757
H 1.723 -1.627 1.928  0.2433
H 2.818 -0.404 2.029  0.2235
H -1.176 1.628 0.822  0.2056
H -2.498 1.049 0.050  0.3288

Values from the calculation:
Multiplicity: 2
⟨S²⟩: 0.75
Charge: -1

---

It is 1 that is the least stable of them.

---

--- 1 ---
The ion C4H10N2O with charge -1, computed with ωB97M-V/def2-TZVPD.

Each line ends with the Mulliken charge.
CARTESIAN COORDINATES (ANGSTROEM)
N -1.324 -0.587 -2.189  -0.5210
C -1.054 -0.121 -0.802  -0.5384
C 0.290 0.505 -0.633  -0.3873
N 0.901 0.456 0.581  0.7065
C 0.180 0.200 1.877  -2.0628
C 0.370 -1.158 2.461  -2.6516
O 0.863 1.030 -1.591  -0.5532
H -0.639 -1.305 -2.377  0.2773
H -1.342 0.202 -2.823  0.2751
H -1.201 -1.005 -0.180  0.0102
H -1.873 0.562 -0.575  0.4229
H 1.725 1.005 0.772  0.5031
H 0.755 0.887 2.547  1.4599
H -0.843 0.520 1.709  0.2198
H 0.736 -1.166 3.512  0.9564
H -0.499 -1.821 2.423  0.5027
H 1.209 -1.727 2.050  0.3805

Values from the calculation:
Multiplicity: 2
⟨S²⟩: 0.75
Charge: -1

---

--- 2 ---
The ion C4H10N2O with charge -1, computed with ωB97M-V/def2-TZVPD.

Each line ends with the Mulliken charge.
CARTESIAN COORDINATES (ANGSTROEM)
O -1.588 1.856 2.277  -0.6267
C -0.795 1.707 1.289  -0.7380
C -0.357 0.320 0.876  0.2114
C -1.626 -0.609 0.815  -1.4054
N 0.286 0.400 -0.441  -0.5094
C 1.226 -0.671 -0.792  -0.4183
N 1.930 -0.397 -1.990  -0.4203
H -0.206 2.520 0.833  0.3037
H 0.330 -0.088 1.643  0.3782
H -2.494 0.053 0.774  0.2931
H -1.840 -1.293 1.644  0.2784
H -1.605 -1.179 -0.121  0.3752
H -0.443 0.472 -1.131  0.3811
H 1.944 -0.693 0.036  0.2455
H 0.734 -1.654 -0.785  0.3466
H 1.688 -0.821 -2.863  0.1507
H 2.816 0.076 -2.063  0.1543

Values from the calculation:
Multiplicity: 2
⟨S²⟩: 0.75
Charge: -1

---

It is 2 that is the least stable of them.

---

--- 1 ---
A cluster of 3 separate species, C2H13N2O2 in total, computed with ωB97M-V/def2-TZVPD.

Each line ends with the Mulliken charge.
CARTESIAN COORDINATES (ANGSTROEM)
C -0.804 1.202 -1.217  -0.5167
N 0.279 0.615 -1.969  -0.5075
C -0.418 1.538 0.211  -0.5941
N 0.450 0.462 0.728  -0.1425
H -1.700 0.547 -1.269  0.3198
H -1.331 1.983 -1.779  0.3977
H 0.147 -0.314 -2.317  0.2020
H 0.708 1.245 -2.637  0.1980
H -1.271 1.805 0.840  0.3623
H 0.046 2.532 0.229  0.3188
H 0.868 0.837 1.583  0.3785
H -0.091 -0.299 1.142  0.2072
H 1.122 0.100 0.028  0.4082
H -1.333 -2.351 2.080  0.3392
H -2.096 -1.030 2.676  0.3354
O -1.828 -1.532 1.923  -0.6869
H 2.079 -2.551 -0.332  0.3057
H 2.895 -1.209 -0.349  0.3106
O 2.050 -1.631 -0.094  -0.6359

Values from the calculation:
Charge: +1

---

--- 2 ---
A cluster of 3 separate species, C2H13N2O2 in total, computed with ωB97M-V/def2-TZVPD.

Each line ends with the Mulliken charge.
CARTESIAN COORDINATES (ANGSTROEM)
N 0.367 -1.213 -1.625  -0.2474
C 0.074 -0.703 -0.242  -0.7423
C 0.538 0.767 -0.077  -0.2559
N 1.476 1.093 -1.184  -0.6435
H 1.236 -0.545 -1.786  0.5106
H 0.323 -2.220 -1.718  0.3500
H -0.253 -0.817 -2.339  0.2107
H -0.980 -0.906 -0.149  0.3831
H 0.633 -1.323 0.472  0.3743
H -0.291 1.446 -0.284  0.2284
H 0.915 1.133 0.876  0.4087
H 1.088 1.718 -1.871  0.2353
H 2.458 1.335 -1.127  0.2067
H -1.252 -1.358 6.638  0.3162
H -0.345 -0.081 6.953  0.3094
O -0.865 -0.774 7.305  -0.6256
H -1.566 0.961 -4.019  0.3194
H -2.112 0.959 -2.647  0.3045
O -1.445 0.528 -3.175  -0.6426

Values from the calculation:
Charge: +1

---

It is 2 that is the least stable of them.

---

--- 1 ---
An isolated molecule of C5H5N3, computed with ωB97M-V/def2-TZVPD.

Each line ends with the Mulliken charge.
CARTESIAN COORDINATES (ANGSTROEM)
C -0.998 -1.540 0.257  -0.3412
C -1.524 -0.417 1.384  -0.1258
C 1.008 1.282 -0.206  -0.1145
C 0.834 -0.291 -1.566  -0.5494
C 0.031 -0.715 -0.414  0.2451
H -1.777 -1.738 -0.422  0.3587
H -0.425 -2.261 0.875  0.2564
H -2.630 -0.263 1.779  0.2970
H 1.562 1.989 0.469  0.2936
H 1.243 -0.968 -2.360  0.3160
N -1.004 0.757 1.238  -0.4594
N 0.268 0.414 0.448  0.2786
N 1.580 0.734 -1.267  -0.4552

Values from the calculation:
Structure (SMILES): C1=Nn2cncc2C1

---

--- 2 ---
An isolated molecule of C5H5N3, computed with ωB97M-V/def2-TZVPD.

Each line ends with the Mulliken charge.
CARTESIAN COORDINATES (ANGSTROEM)
C -1.350 -0.136 -0.014  0.5725
C -0.550 1.146 0.093  -0.2844
C 0.798 1.361 -0.110  -0.1935
C 1.700 -0.786 0.002  0.0710
C 0.461 -1.645 -0.085  0.0267
H -2.956 0.729 -0.076  0.2296
H -1.229 2.059 0.197  0.1617
H 1.149 2.410 -0.034  0.3150
H 2.668 -1.346 0.222  0.2895
H 0.675 -2.768 -0.102  0.3013
N -2.571 -0.149 -0.093  -0.6004
N 1.944 0.492 -0.062  -0.4855
N -0.737 -1.366 0.061  -0.4035

Values from the calculation:
Structure (SMILES): [H]/N=c1\ccnccn1

---

--- 3 ---
An isolated molecule of C5H5N3, computed with ωB97M-V/def2-TZVPD.

Each line ends with the Mulliken charge.
CARTESIAN COORDINATES (ANGSTROEM)
C 0.350 -1.163 0.578  -0.5047
C 1.627 -0.370 0.470  0.1073
C 1.034 1.592 -0.510  -0.2434
C -0.791 -0.939 -0.048  0.3237
C -0.172 1.706 0.026  0.3268
N 1.889 0.696 -0.091  -0.4979
N -2.002 -0.965 -0.214  -0.5029
N -1.018 2.037 0.857  -0.5044
H 0.522 -2.204 1.047  0.2751
H 2.648 -0.723 0.910  0.3167
H 1.285 2.285 -1.352  0.3073
H -2.372 -1.233 -1.138  0.2871
H -2.018 1.692 0.995  0.3093

---

It is 3 that is the least stable of them.